(1)
C37H47BF4O2P2SbSe4Ti | the ωB97M-V functional and the def2-TZVPD basis

Geometry as XYZ:
```
99
Properties=species:S:1:pos:R:3:forces:R:3
Ti 0.367 0.007 0.052 0.347 0.262 -0.484
O 1.627 1.421 0.673 -0.007 -0.321 0.096
C 2.305 0.445 1.196 0.006 0.661 0.093
O 2.579 -0.523 0.466 -0.019 -0.247 -0.225
C 2.370 0.310 2.669 -0.078 -0.064 0.064
C 2.896 1.289 3.495 -0.004 -0.047 0.000
C 2.811 1.134 4.869 0.018 0.030 -0.002
C 2.157 0.031 5.396 -0.003 0.001 0.046
C 1.592 -0.923 4.562 -0.032 -0.058 -0.041
C 1.699 -0.815 3.181 0.020 0.074 -0.096
P 0.905 -2.039 2.017 0.161 -0.171 0.239
C -0.486 -2.732 2.977 -0.053 -0.010 0.026
C -1.789 -2.413 2.597 0.017 -0.046 0.037
C -2.874 -2.933 3.289 -0.014 0.015 -0.005
C -2.673 -3.778 4.368 0.002 -0.012 0.003
C -1.379 -4.111 4.752 -0.011 0.006 0.003
C -0.297 -3.596 4.060 0.001 0.000 0.005
C 2.126 -3.408 2.106 0.043 0.037 -0.011
C 3.481 -3.144 2.296 0.012 -0.015 0.009
C 4.396 -4.184 2.404 -0.023 0.025 -0.013
C 3.969 -5.501 2.324 -0.002 -0.012 -0.014
C 2.625 -5.774 2.106 0.014 -0.025 0.007
C 1.714 -4.737 1.987 -0.056 0.039 0.020
H 3.363 2.164 3.061 -0.005 0.004 -0.002
H 3.232 1.883 5.527 -0.004 -0.009 -0.014
H 2.066 -0.079 6.469 -0.004 -0.006 -0.021
H 1.049 -1.750 4.999 0.016 0.036 0.015
H -1.966 -1.746 1.768 0.009 0.052 -0.052
H -3.878 -2.672 2.981 0.008 -0.001 0.001
H -3.520 -4.184 4.907 0.009 0.008 -0.004
H -1.214 -4.776 5.590 -0.002 0.005 -0.008
H 0.704 -3.885 4.355 -0.003 0.003 -0.008
H 3.826 -2.122 2.382 0.002 -0.008 -0.009
H 5.443 -3.960 2.565 -0.007 0.002 -0.006
H 4.681 -6.311 2.422 -0.013 0.009 0.004
H 2.283 -6.799 2.029 0.005 0.013 -0.002
H 0.667 -4.967 1.831 0.005 0.002 -0.005
F -0.809 2.894 1.639 0.013 0.119 -0.029
B -1.512 2.123 2.443 0.021 -0.145 0.042
F -0.620 0.155 1.576 -0.296 -0.078 0.228
F -2.739 1.764 2.121 -0.048 0.002 0.006
F -1.049 1.860 3.656 0.010 -0.017 0.033
C 4.005 -4.786 -2.361 -0.002 -0.004 0.001
C 4.613 -3.386 -2.194 -0.015 0.010 0.009
C 3.586 -2.384 -1.636 0.016 -0.015 -0.011
C 2.186 -2.756 -2.142 -0.007 -0.108 0.170
C 1.764 -4.063 -1.445 0.022 0.041 0.020
C 2.959 -5.020 -1.278 -0.010 0.005 0.002
P 0.887 -1.449 -2.047 0.011 -0.057 -0.069
C -0.690 -2.269 -2.507 -0.125 -0.086 0.012
C -0.655 -3.292 -3.663 0.014 -0.026 -0.071
C -1.701 -4.395 -3.470 0.007 0.013 -0.023
C -3.018 -3.779 -3.011 -0.010 -0.010 0.040
C -2.876 -3.176 -1.602 -0.029 0.038 -0.013
C -1.423 -2.814 -1.272 -0.011 -0.003 -0.078
C 1.272 -0.296 -3.444 0.172 0.035 0.048
C 1.715 -0.954 -4.771 0.005 0.016 0.062
C 3.230 -0.918 -4.950 -0.011 -0.007 -0.005
C 3.757 0.524 -5.012 -0.012 0.008 -0.018
C 2.863 1.490 -4.222 -0.013 -0.022 0.013
C 2.264 0.803 -3.000 0.039 -0.087 -0.011
H 4.787 -5.545 -2.317 -0.010 0.001 0.001
H 3.538 -4.885 -3.346 0.008 0.005 0.001
H 5.003 -3.033 -3.152 0.002 0.000 -0.006
H 5.463 -3.435 -1.509 -0.002 0.006 -0.007
H 3.870 -1.367 -1.903 0.017 -0.013 0.012
H 3.581 -2.420 -0.547 -0.007 0.006 -0.009
H 2.265 -2.951 -3.214 -0.001 -0.023 -0.062
H 0.975 -4.552 -2.015 -0.027 -0.031 -0.009
H 1.348 -3.832 -0.461 -0.013 0.000 -0.020
H 2.607 -6.053 -1.288 -0.002 0.006 0.020
H 3.424 -4.861 -0.302 0.012 0.008 -0.017
H -1.278 -1.413 -2.848 -0.084 0.081 -0.067
H 0.332 -3.741 -3.791 -0.036 0.017 -0.014
H -0.877 -2.754 -4.590 0.024 -0.035 0.022
H -1.353 -5.125 -2.730 -0.016 0.010 -0.012
H -1.832 -4.939 -4.407 0.009 0.007 0.007
H -3.825 -4.514 -3.029 0.025 0.011 0.010
H -3.297 -2.994 -3.717 -0.002 0.027 -0.060
H -3.238 -3.881 -0.850 -0.014 0.003 0.010
H -3.499 -2.281 -1.521 0.031 -0.030 -0.002
H -0.902 -3.679 -0.861 0.065 -0.072 -0.003
H -1.426 -2.059 -0.484 0.015 0.079 0.111
H 0.308 0.189 -3.618 -0.005 -0.034 -0.021
H 1.242 -0.404 -5.590 -0.032 0.011 0.016
H 1.343 -1.975 -4.853 -0.020 -0.003 -0.021
H 3.515 -1.465 -5.851 -0.006 -0.002 0.002
H 3.700 -1.443 -4.116 0.022 -0.004 0.009
H 3.819 0.857 -6.051 -0.002 -0.009 0.012
H 4.776 0.552 -4.616 -0.013 0.015 -0.008
H 2.043 1.845 -4.849 -0.030 0.036 -0.045
H 3.431 2.373 -3.925 -0.016 0.008 0.014
H 1.740 1.520 -2.369 -0.030 0.068 0.044
H 3.073 0.388 -2.392 -0.007 0.015 0.011
Se -2.079 0.032 -5.226 -0.104 0.050 0.076
Sb -2.445 1.826 -3.699 -0.199 -0.006 0.099
Se -0.815 3.402 -4.672 0.168 -0.001 0.024
Se -4.328 2.813 -2.674 0.176 -0.203 -0.109
Se -1.121 1.021 -1.314 0.005 0.136 -0.014
```
Forces are in eV/Å.

As for the spin multiplicity: 2. As for the LUMO energy (spin up / spin down): -1.28 / -2.22 eV. For the energy above the lowest of the compared OMol25 structures with the same formula, charge and spin, the calculation gives 112.08 kJ/mol. As for the electronic energy: -13391.39790 hartree. The calculation puts the HOMO energy (spin up / spin down) at -8.13 / -8.09 eV. The max |F| comes out at 0.7 eV/Å. The charge is 0.

***

(2)
C37H47ClN3O12 | the ωB97M-V functional and the def2-TZVPD basis

Geometry as XYZ:
```
100
Properties=species:S:1:pos:R:3:forces:R:3
C 3.000 2.361 0.719 1.325 0.457 -0.050
C 1.885 2.153 1.108 -1.696 -1.276 0.749
C 0.575 1.636 1.736 1.260 1.654 0.577
N 0.581 0.152 1.932 -0.868 -2.119 -1.235
N 1.111 -0.256 3.071 0.139 -1.623 0.089
C 1.172 -1.566 3.256 0.386 -1.589 0.914
Cl 1.934 -2.037 4.830 -0.958 0.795 -1.448
C 0.739 -2.718 2.411 -1.436 2.374 -2.130
C 0.923 -4.226 2.754 0.991 1.354 -0.389
C 2.324 -4.677 2.113 0.099 -0.588 0.152
C 3.590 -4.237 2.961 0.349 -0.108 -0.679
C 4.228 -2.895 2.368 0.658 -0.883 -0.092
C 5.182 -2.143 3.385 -0.573 0.291 0.401
C 4.896 -0.588 3.534 0.169 0.378 0.928
C 6.235 0.287 3.666 -0.171 -0.930 0.020
O 6.296 1.368 2.726 -0.274 0.226 1.442
C 5.928 2.624 3.304 0.204 1.346 -0.567
C 0.096 -2.233 1.130 2.212 0.677 3.375
C -0.443 -3.224 0.049 -0.677 1.146 0.086
C -2.039 -3.245 0.027 0.042 -0.326 0.815
C -2.668 -3.121 1.483 -1.272 -0.623 -0.581
C -3.040 -1.650 1.898 0.617 -0.309 0.539
O -4.191 -1.620 2.810 1.081 1.333 -0.313
C -3.916 -0.550 3.692 -0.286 0.430 1.847
C -4.276 0.938 3.390 -0.263 0.308 -1.281
O -3.385 -0.791 4.748 -0.334 -0.076 -1.050
C 0.091 -0.761 1.036 -1.095 -0.254 -2.516
C -0.531 -0.161 -0.294 -0.032 0.209 0.033
C 0.674 0.256 -1.225 1.128 -0.138 -0.495
O 1.771 -0.198 -0.931 -1.159 0.184 -0.202
N 0.508 1.076 -2.387 -0.443 0.991 2.367
C -0.576 2.096 -2.175 -0.538 -0.191 -1.198
C 1.747 1.872 -2.634 1.068 0.472 -0.341
H 4.056 2.586 0.445 -1.598 -0.338 0.265
H -0.349 2.007 1.231 0.889 -0.659 0.206
H 0.552 2.066 2.784 -0.044 -0.660 -1.132
H 0.072 -4.801 2.308 0.775 0.499 0.598
H 1.010 -4.352 3.868 -0.407 0.035 -1.189
H 2.269 -5.803 2.004 0.121 1.233 0.287
H 2.475 -4.283 1.065 -0.440 -0.296 1.024
H 3.390 -4.177 4.069 0.025 0.018 -1.239
H 4.361 -5.050 2.830 -0.736 0.792 0.232
H 3.426 -2.245 1.917 0.827 -0.397 0.612
H 4.879 -3.242 1.505 -0.939 0.531 0.739
H 5.002 -2.616 4.400 0.489 0.493 -1.102
H 6.274 -2.275 3.120 -1.300 -0.062 0.203
H 4.208 -0.179 2.734 1.032 -0.431 0.567
H 4.347 -0.413 4.511 0.388 -0.314 -1.168
H 7.138 -0.364 3.473 -0.955 0.611 0.036
H 6.337 0.640 4.739 -0.118 -0.128 -1.267
H 6.223 2.748 4.382 -0.263 -0.418 -0.923
H 4.832 2.876 3.189 0.894 -0.543 0.209
H 6.490 3.424 2.731 -0.608 -0.910 0.590
H -0.117 -2.911 -0.988 0.119 -0.524 1.279
H -0.074 -4.245 0.319 -0.197 1.026 -0.477
H -2.485 -2.435 -0.609 0.563 -0.732 0.462
H -2.341 -4.231 -0.431 0.283 1.082 0.470
H -3.642 -3.703 1.448 1.020 0.736 0.143
H -2.040 -3.657 2.259 -0.628 0.840 -0.778
H -2.173 -1.254 2.516 -0.783 -0.137 -1.039
H -3.301 -0.976 1.034 0.501 -0.731 0.591
H -4.990 1.083 2.521 0.948 -0.367 1.031
H -4.685 1.487 4.282 0.473 -1.034 -0.677
H -3.314 1.478 3.123 -0.988 -0.704 0.241
H -1.125 -0.929 -0.865 0.660 0.670 0.816
H -1.259 0.675 -0.077 0.896 -0.905 -0.184
H -0.566 2.738 -3.105 -0.222 -0.622 1.165
H -1.572 1.581 -2.123 0.874 0.638 0.058
H -0.393 2.763 -1.286 -0.138 -0.638 -0.717
H 1.884 2.553 -1.745 0.275 -0.799 -0.800
H 1.662 2.554 -3.527 -0.344 -1.084 0.908
H 2.650 1.223 -2.824 -1.140 0.683 0.457
C -8.550 0.945 -1.389 -0.165 -0.196 0.022
C -7.339 1.368 -1.018 -0.180 0.753 -0.523
C -6.479 0.563 -0.100 -0.045 -0.647 0.383
O -5.368 0.978 0.200 0.010 0.263 -0.276
C -7.008 -0.698 0.411 0.395 0.315 -0.034
C -8.223 -1.122 0.043 0.121 -0.888 0.639
C -9.074 -0.331 -0.897 -0.310 0.533 -0.462
O -10.164 -0.760 -1.220 0.207 -0.249 0.267
O -8.731 -2.278 0.503 -0.123 0.846 -0.622
O -6.838 2.543 -1.457 0.219 -0.754 0.529
H -9.182 1.517 -2.055 0.025 -0.008 0.012
H -6.381 -1.262 1.089 -0.023 -0.004 0.023
H -9.615 -2.359 0.091 0.042 -0.087 0.078
H -5.954 2.618 -1.050 -0.093 0.080 -0.073
C 3.469 3.701 -7.214 -0.180 -0.242 0.321
C 3.250 4.484 -8.276 1.053 0.151 -0.071
C 1.867 4.738 -8.785 -0.668 0.002 -0.124
O 1.708 5.471 -9.742 0.363 -0.052 0.105
C 0.752 4.079 -8.102 0.072 0.148 -0.155
C 0.974 3.295 -7.045 -0.894 -0.095 -0.057
C 2.353 3.064 -6.520 0.768 0.092 -0.092
O 2.507 2.354 -5.539 -0.354 0.023 -0.215
O -0.038 2.674 -6.400 0.860 0.132 0.100
O 4.262 5.079 -8.933 -1.034 -0.141 0.070
H 4.464 3.511 -6.835 -0.016 0.019 -0.025
H -0.242 4.256 -8.490 0.018 -0.005 0.012
H 0.383 2.171 -5.677 -0.059 -0.038 -0.120
H 3.844 5.588 -9.655 0.129 0.001 0.022
```
Forces are in eV/Å.

As for the spin multiplicity: 1. As for the LUMO energy: -4.36 eV. For the energy above the lowest of the compared OMol25 structures with the same formula, charge and spin, the calculation gives 369.28 kJ/mol. As for the electronic energy: -2964.94148 hartree. The calculation puts the HOMO energy at -11.39 eV. The max |F| comes out at 4.1 eV/Å. The charge is +1.

***

Which of these has the lowest max |F|? C37H47BF4O2P2SbSe4Ti

***

Number 2 is which compound? C37H47ClN3O12

***

Which value of energy above the lowest of the compared OMol25 structures with the same formula, charge and spin does entry 2 give? 369.28 kJ/mol

***

energy above the lowest of the compared OMol25 structures with the same formula, charge and spin of number 1 (C37H47BF4O2P2SbSe4Ti)? 112.08 kJ/mol